# 1
Density functional theory data (wB97M-V/def2-TZVPD) for a molecular structure, C23H38N2O12PReS3.

Positions of all 80 atoms, in Å:
Re  2.425  -0.244  -0.727
C  -2.766  -3.115  3.723
C  -1.650  -2.195  3.306
C  -0.329  -2.633  3.275
C  0.695  -1.763  2.935
C  0.391  -0.448  2.628
C  -0.916  0.002  2.635
C  -1.933  -0.874  2.971
S  1.693  0.716  2.306
O  1.090  1.860  1.676
O  2.377  0.963  3.555
N  2.674  -0.097  1.302
C  3.969  -0.517  1.824
C  5.002  -0.382  0.702
O  6.182  -0.248  0.945
O  4.482  -0.467  -0.489
H  -2.430  -4.150  3.776
H  -3.600  -3.051  3.022
H  -3.140  -2.834  4.710
H  -0.102  -3.663  3.520
H  1.724  -2.098  2.911
H  -1.103  1.033  2.372
H  -2.963  -0.534  2.978
H  3.967  -1.583  2.089
H  4.249  0.066  2.695
C  0.686  -1.232  -4.180
S  1.791  0.142  -3.874
O  1.133  1.337  -3.426
O  2.538  0.304  -5.099
O  2.693  -0.411  -2.780
H  -0.142  -0.868  -4.778
H  0.335  -1.617  -3.228
H  1.283  -1.967  -4.713
C  2.855  4.256  -1.333
C  4.101  3.943  -0.503
C  4.266  2.449  -0.722
O  2.924  1.936  -0.843
C  1.988  3.030  -1.086
H  3.103  4.346  -2.392
H  2.348  5.162  -1.007
H  3.901  4.135  0.552
H  4.987  4.496  -0.809
H  4.771  1.963  0.108
H  4.813  2.224  -1.641
H  1.377  3.141  -0.197
H  1.373  2.756  -1.932
S  1.677  -4.863  -0.522
C  1.939  -3.300  -0.576
N  2.132  -2.136  -0.591
C  -2.983  -2.370  0.706
C  -2.445  -2.354  -0.725
C  -3.518  -1.830  -1.680
C  -2.041  -3.762  -1.154
O  -1.229  -1.579  -0.733
P  -1.053  -0.029  -1.119
O  -1.522  0.322  -2.464
O  0.402  0.200  -0.688
O  -1.973  0.660  0.023
C  -2.536  1.990  -0.069
C  -3.184  2.246  1.291
C  -1.435  3.007  -0.350
C  -3.628  2.081  -1.141
H  -3.905  -2.953  0.749
H  -3.181  -1.349  1.031
H  -2.244  -2.811  1.378
H  -4.344  -2.542  -1.715
H  -3.103  -1.705  -2.678
H  -3.890  -0.862  -1.348
H  -2.899  -4.432  -1.086
H  -1.240  -4.136  -0.517
H  -1.684  -3.743  -2.185
H  -2.436  2.309  2.082
H  -3.872  1.433  1.527
H  -3.740  3.183  1.258
H  -0.627  2.898  0.374
H  -1.834  4.021  -0.305
H  -1.024  2.819  -1.345
H  -4.482  1.458  -0.862
H  -3.239  1.746  -2.098
H  -3.970  3.114  -1.225

**2S+1**: 4
**LUMO energy (alpha / beta)**: 2.422 / 1.737 eV
**Total energy**: -3526.1394 Eh
**Kohn-Sham gap (alpha / beta)**: 8.118 / 8.216 eV
**Total charge**: -1
**E_HOMO (alpha / beta)**: -0.209 / -0.238 Eh

Löwdin atomic charge list, values in e, 4 entries:
1 Re 1.74
2 C -0.05
3 C -0.31
4 C -0.03

---

# 2
Density functional theory data (wB97M-V/def2-TZVPD) for a single C5H6OS2 molecule.

Positions of all 14 atoms, in Å:
O  -1.838  -2.273  -0.461
C  -1.391  -1.175  -0.127
S  -2.086  0.304  -0.859
C  -0.467  1.415  -0.659
C  0.405  0.250  -0.247
S  1.213  -0.769  -1.547
C  0.993  -0.294  1.230
C  -0.364  -0.555  0.782
H  -0.150  2.042  -1.451
H  -0.557  2.154  0.153
H  2.436  -0.598  -1.191
H  1.080  0.167  2.217
H  1.750  -0.872  1.022
H  -1.023  0.202  1.137

**2S+1**: 1
**SMILES string**: O=C1SC[C@@]2(S)C[C@H]12
**LUMO energy**: 0.433 eV
**Total energy**: -1065.5842 Eh
**Kohn-Sham gap**: 9.851 eV
**Total charge**: 0
**E_HOMO**: -0.346 Eh

Löwdin atomic charge list, values in e, 4 entries:
1 O 0.02
2 C -0.68
3 S 0.94
4 C -0.31

---

# 3
Density functional theory data (wB97M-V/def2-TZVPD) for 2 unconnected molecules or ions with the total composition C2H2Cl4Si.

Positions of all 9 atoms, in Å:
C  -1.312  -0.648  -0.139
C  -2.024  0.334  0.215
Si  2.115  0.031  -0.155
Cl  -3.875  0.338  0.105
Cl  2.272  1.361  1.295
Cl  2.991  -1.717  0.271
Cl  2.849  0.767  -1.923
H  -1.205  -1.620  -0.535
H  -1.811  1.154  0.867

**2S+1**: 1
**LUMO energy (alpha / beta)**: -1.291 / -1.470 eV
**Total energy**: -2207.6579 Eh
**Kohn-Sham gap (alpha / beta)**: 7.203 / 8.027 eV
**Total charge**: 0
**E_HOMO (alpha / beta)**: -0.312 / -0.349 Eh

Löwdin atomic charge list, values in e, 4 entries:
1 C 0.02
2 C -0.59
3 Si -0.71
4 Cl 0.45

---

# 4
Density functional theory data (wB97M-V/def2-TZVPD) for a molecular structure, CH2BN3O6.

Positions of all 13 atoms, in Å:
B  1.540  -0.114  0.277
C  -0.076  0.088  0.363
N  -0.837  -1.355  -1.001
N  -0.997  0.590  1.371
N  0.113  0.943  -0.738
O  -1.967  -1.346  -1.035
O  -1.716  -0.220  1.980
O  1.323  0.813  -1.037
O  0.066  -1.920  -1.379
O  -1.000  1.770  1.575
O  -0.693  1.547  -1.408
H  1.858  -1.267  0.123
H  2.386  0.471  0.909

**2S+1**: 1
**LUMO energy (alpha / beta)**: -2.593 / -2.595 eV
**Total energy**: -679.4586 Eh
**Kohn-Sham gap (alpha / beta)**: 8.288 / 8.286 eV
**Total charge**: 0
**E_HOMO (alpha / beta)**: -0.400 / -0.400 Eh

Löwdin atomic charge list, values in e, 4 entries:
1 B -0.23
2 C -0.04
3 N -0.25
4 N -0.34

---

# 5
Density functional theory data (wB97M-V/def2-TZVPD) for a molecular structure, C11H12BrClFe.

Positions of all 26 atoms, in Å:
C  -1.299  -1.394  -1.464
C  -2.081  -2.476  -0.943
C  -3.073  -1.911  -0.051
H  -1.926  -3.524  -1.184
C  -2.848  -0.494  0.029
C  -1.844  -0.180  -0.943
H  -1.596  0.815  -1.322
H  -0.534  -1.439  -2.247
H  -3.928  -2.428  0.369
H  -3.312  0.230  0.697
Fe  -1.114  -1.510  0.692
Br  0.780  -1.139  2.091
C  2.886  1.506  0.249
C  1.944  2.267  -0.489
C  1.693  1.587  -1.732
H  1.575  3.254  -0.217
C  2.435  0.371  -1.696
C  3.276  0.397  -0.538
H  4.057  -0.309  -0.308
H  3.260  1.751  1.248
H  0.999  1.852  -2.522
H  2.290  -0.460  -2.375
Cl  -1.381  0.093  4.071
C  -0.208  0.713  2.980
H  -0.675  1.207  2.116
H  0.625  1.221  3.489

**2S+1**: 6
**LUMO energy (alpha / beta)**: 2.728 / 2.012 eV
**Total energy**: -4724.1403 Eh
**Kohn-Sham gap (alpha / beta)**: 5.180 / 4.467 eV
**Total charge**: -1
**E_HOMO (alpha / beta)**: -0.090 / -0.090 Eh

Löwdin atomic charge list, values in e, 4 entries:
1 C -0.17
2 C -0.19
3 C -0.20
4 H 0.10

---

# 6
Density functional theory data (wB97M-V/def2-TZVPD) for a single C4H8O2 molecule.

Positions of all 14 atoms, in Å:
O  -1.292  -0.139  -1.099
C  -1.375  -0.495  0.302
C  0.049  -0.863  0.649
C  0.868  -0.006  -0.816
C  1.160  0.895  0.354
O  0.855  -0.001  1.411
H  -1.611  0.739  -1.324
H  -1.777  0.339  0.887
H  -2.050  -1.357  0.361
H  0.176  -1.902  1.054
H  1.554  -0.781  -1.103
H  0.685  0.607  -1.745
H  0.454  1.746  0.374
H  2.175  1.287  0.404

**2S+1**: 1
**SMILES string**: OC[C@H]1CCO1
**LUMO energy**: 0.813 eV
**Total energy**: -307.5362 Eh
**Kohn-Sham gap**: 9.362 eV
**Total charge**: 0
**E_HOMO**: -0.314 Eh

Löwdin atomic charge list, values in e, 4 entries:
1 O -0.13
2 C -0.19
3 C -0.18
4 C -0.04

---

# 7
Density functional theory data (wB97M-V/def2-TZVPD) for 4 unconnected molecules or ions with the total composition C4H19N2O3.

Positions of all 28 atoms, in Å:
C  -0.858  2.402  -1.138
C  -0.523  1.441  -0.020
C  0.976  1.510  0.210
C  1.423  0.681  1.452
N  1.131  -0.746  1.188
N  -0.951  0.014  -0.248
H  -0.269  2.247  -2.083
H  -1.907  2.343  -1.483
H  -0.875  3.439  -0.857
H  -0.944  1.615  0.984
H  1.198  2.589  0.241
H  1.503  1.093  -0.639
H  2.482  0.867  1.728
H  0.796  0.960  2.280
H  1.703  -1.097  0.409
H  1.075  -1.345  2.006
H  -1.896  -0.070  -0.010
H  -0.883  -0.111  -1.288
H  0.159  -0.677  0.601
H  2.067  -2.870  -0.834
H  0.972  -2.479  -1.817
O  1.726  -2.137  -1.336
H  -1.775  -0.408  -3.586
H  -3.084  0.236  -3.000
O  -2.377  -0.398  -2.861
H  -0.366  -3.723  2.951
H  -0.387  -2.544  4.010
O  -0.117  -2.833  3.141

**2S+1**: 1
**LUMO energy**: -2.560 eV
**Total energy**: -498.8107 Eh
**Kohn-Sham gap**: 11.143 eV
**Total charge**: +1
**E_HOMO**: -0.504 Eh

Löwdin atomic charge list, values in e, 4 entries:
1 C -0.06
2 C -0.41
3 C -0.15
4 C -0.15

---

# 8
Density functional theory data (wB97M-V/def2-TZVPD) for a gas-phase ion, C5H10N3 (charge +1).

Positions of all 18 atoms, in Å:
C  -0.758  2.898  0.119
N  0.045  1.935  -0.504
N  0.039  0.770  -0.126
C  -0.714  0.127  1.039
N  -0.283  -1.249  1.034
C  0.260  -1.551  -0.071
C  0.963  -2.900  -0.260
C  0.540  -0.350  -0.966
H  -0.043  3.427  0.665
H  -1.558  2.562  0.787
H  -0.997  3.766  -0.546
H  -1.836  0.051  0.777
H  -0.759  0.582  1.986
H  0.301  -3.710  0.015
H  1.805  -2.862  0.273
H  1.386  -3.024  -1.267
H  -0.021  -0.317  -1.931
H  1.631  -0.155  -1.024

**2S+1**: 1
**SMILES string**: C/N=[N+]1\CN=C(C)C1
**LUMO energy**: -5.441 eV
**Total energy**: -360.4312 Eh
**Kohn-Sham gap**: 9.308 eV
**Total charge**: +1
**E_HOMO**: -0.542 Eh

Löwdin atomic charge list, values in e, 4 entries:
1 C -0.03
2 N 0.12
3 N -0.05
4 C -0.09

---

# 9
Density functional theory data (wB97M-V/def2-TZVPD) for a single C5H11NO molecule.

Positions of all 18 atoms, in Å:
C  2.188  0.248  1.912
C  0.771  0.490  1.411
N  0.709  -0.489  0.331
C  -0.311  -0.613  -0.483
O  -0.409  -1.427  -1.424
C  -1.392  0.461  -0.318
C  -1.726  0.928  -1.727
H  2.327  -0.265  2.762
H  2.600  1.192  2.329
H  2.843  0.021  1.044
H  0.630  1.416  0.938
H  0.009  0.196  2.354
H  1.513  -1.237  0.313
H  -1.129  1.066  0.425
H  -2.276  0.058  0.272
H  -1.821  0.203  -2.551
H  -2.654  1.554  -1.540
H  -0.905  1.550  -2.036

**2S+1**: 1
**SMILES string**: CCNC(=O)CC
**LUMO energy**: 0.769 eV
**Total energy**: -327.0455 Eh
**Kohn-Sham gap**: 10.094 eV
**Total charge**: 0
**E_HOMO**: -0.343 Eh

Löwdin atomic charge list, values in e, 4 entries:
1 C -0.10
2 C -0.23
3 N 0.02
4 C -0.52

---

# 10
Density functional theory data (wB97M-V/def2-TZVPD) for 2 unconnected molecules or ions with the total composition C10H15NO2.

Positions of all 28 atoms, in Å:
C  -1.251  2.618  -0.553
C  0.061  2.038  -0.090
C  0.238  1.616  1.232
C  1.385  0.913  1.553
C  2.297  0.527  0.591
O  3.397  -0.197  1.002
C  2.088  0.843  -0.754
C  0.972  1.602  -1.048
H  -1.152  2.883  -1.600
H  -1.661  3.513  -0.084
H  -2.040  1.881  -0.415
H  -0.584  1.698  1.930
H  1.496  0.464  2.526
H  4.017  -0.160  0.264
H  2.866  0.563  -1.437
H  0.776  1.920  -2.067
C  -2.399  -2.327  1.403
C  -2.501  -1.471  0.184
C  -1.456  -1.663  -0.934
N  -0.278  -2.252  -0.621
O  -1.698  -1.204  -2.030
H  -1.399  -2.577  1.757
H  -2.769  -3.347  1.204
H  -3.080  -2.042  2.205
H  -3.393  -1.605  -0.434
H  -2.496  -0.391  0.348
H  0.547  -2.087  -1.172
H  -0.091  -2.579  0.309

**2S+1**: 1
**SMILES string**: Cc1ccc(O)cc1.CCC(N)=O
**LUMO energy**: 0.669 eV
**Total energy**: -595.2843 Eh
**Kohn-Sham gap**: 9.185 eV
**Total charge**: 0
**E_HOMO**: -0.313 Eh

Löwdin atomic charge list, values in e, 4 entries:
1 C -0.05
2 C -0.28
3 C -0.04
4 C -0.03

---

# 11
Density functional theory data (wB97M-V/def2-TZVPD) for a single C14H19NO6 molecule.

Positions of all 40 atoms, in Å:
C  -3.650  0.454  2.975
O  -2.488  0.014  2.273
C  -2.749  -0.688  1.134
O  -3.865  -0.993  0.736
O  -1.607  -1.069  0.534
C  -1.714  -1.630  -0.773
C  -0.391  -1.770  -1.461
N  0.363  -0.495  -1.444
C  1.722  -0.523  -0.842
C  1.528  -0.598  0.650
O  2.827  -0.468  1.247
C  3.457  -1.675  1.442
O  3.164  -2.714  0.782
O  4.446  -1.627  2.372
C  4.704  -0.423  3.117
C  -0.184  0.723  -1.850
C  0.045  1.929  -1.201
C  -0.542  3.107  -1.648
C  -1.412  3.091  -2.750
C  -1.663  1.886  -3.438
C  -1.005  0.736  -3.009
H  -4.197  1.238  2.451
H  -4.361  -0.336  3.201
H  -3.323  0.915  3.943
H  -2.160  -2.619  -0.696
H  -2.379  -0.994  -1.377
H  0.211  -2.539  -0.994
H  -0.568  -2.159  -2.497
H  2.272  0.412  -1.057
H  2.346  -1.337  -1.254
H  0.945  0.247  0.984
H  0.996  -1.517  0.942
H  3.946  -0.322  3.903
H  4.677  0.502  2.489
H  5.681  -0.466  3.542
H  0.601  1.949  -0.254
H  -0.421  4.034  -1.099
H  -1.869  3.975  -3.136
H  -2.254  1.900  -4.342
H  -1.128  -0.150  -3.595

**2S+1**: 1
**SMILES string**: COC(=O)OCCN(CCOC(=O)OC)c1ccccc1
**LUMO energy**: 0.666 eV
**Total energy**: -1051.0538 Eh
**Kohn-Sham gap**: 8.493 eV
**Total charge**: 0
**E_HOMO**: -0.288 Eh

Löwdin atomic charge list, values in e, 4 entries:
1 C -0.06
2 O -0.01
3 C -0.54
4 O 0.11

---

# 12
Density functional theory data (wB97M-V/def2-TZVPD) for a single C18H18Cl2N2O2 molecule.

Positions of all 42 atoms, in Å:
O  -0.640  2.598  0.600
C  -0.457  1.397  0.639
C  -1.279  0.543  1.606
C  -1.207  -0.977  1.488
N  -1.738  -1.481  0.240
C  -0.956  -2.002  -0.729
O  0.256  -2.075  -0.626
C  -1.713  -2.501  -1.917
C  -2.767  -3.394  -1.751
C  -3.444  -3.899  -2.845
C  -3.078  -3.508  -4.123
C  -2.038  -2.616  -4.308
C  -1.355  -2.119  -3.208
Cl  -0.080  -0.989  -3.452
N  0.445  0.767  -0.132
C  1.395  1.503  -0.930
C  2.789  1.474  -0.277
C  2.679  1.991  1.128
C  2.475  1.115  2.186
C  2.274  1.583  3.471
C  2.274  2.949  3.700
Cl  2.015  3.544  5.303
C  2.480  3.841  2.661
C  2.678  3.357  1.382
H  -0.945  0.831  2.606
H  -2.315  0.876  1.511
H  -0.177  -1.333  1.568
H  -1.784  -1.418  2.309
H  -2.723  -1.356  0.067
H  -3.038  -3.709  -0.753
H  -4.254  -4.597  -2.702
H  -3.604  -3.899  -4.981
H  -1.749  -2.302  -5.298
H  0.594  -0.233  -0.082
H  1.032  2.531  -0.992
H  1.442  1.068  -1.932
H  3.159  0.447  -0.274
H  3.467  2.090  -0.867
H  2.474  0.049  2.005
H  2.115  0.898  4.289
H  2.475  4.903  2.852
H  2.826  4.051  0.569

**2S+1**: 1
**SMILES string**: O=C(CCNC(=O)c1ccccc1Cl)NCCc1ccc(Cl)cc1
**LUMO energy**: 0.496 eV
**Total energy**: -1877.1550 Eh
**Kohn-Sham gap**: 9.233 eV
**Total charge**: 0
**E_HOMO**: -0.321 Eh

Löwdin atomic charge list, values in e, 4 entries:
1 O 0.05
2 C -0.50
3 C -0.07
4 C -0.17